No. 1
The following is a quantum chemistry calculation of a cluster of 9 separate species, C18H48B2F14N6O6P in total at a distorted geometry, from the OMol25 dataset.

Output
ΔE to the lowest compared entry with this formula, charge and spin: 0.000 eV
Kohn-Sham gap: 10.45 eV
Electronic energy: -3283.548156 hartree
Charge: +3

Last column: Mulliken charge in e.
Geometry (Å):
C: 16.4900 2.8330 5.8772  -0.746
C: 15.8931 4.1396 5.4129  0.350
O: 14.8299 4.5375 5.6729  -0.372
N: 16.7257 4.8808 4.3404  -0.167
H: 17.4917 5.2903 4.8881  0.431
H: 17.2690 4.3220 3.6655  0.389
C: 15.8772 5.8533 3.5608  -0.793
H: 17.4001 3.1189 6.4283  0.420
H: 16.7855 2.1493 5.0854  0.126
H: 15.9652 2.3812 6.7157  0.313
H: 15.3038 6.4844 4.2357  0.371
H: 15.1869 5.2601 2.9745  0.250
H: 16.5560 6.5178 3.0344  0.379
C: 14.4303 -0.9912 3.2547  -0.019
C: 14.5622 -1.3326 1.7872  0.398
O: 14.7980 -2.4039 1.3351  -0.506
N: 14.0590 -0.2399 0.8791  0.204
H: 13.0349 -0.2031 0.9400  0.404
H: 14.3730 0.6519 1.2800  0.247
C: 14.4488 -0.4378 -0.5506  -0.794
H: 15.0726 -1.6655 3.8200  -0.207
H: 13.4387 -1.0291 3.6950  0.442
H: 15.0004 -0.0536 3.2428  -0.100
H: 15.5262 -0.5936 -0.5622  0.354
H: 14.1358 0.4302 -1.1196  0.348
H: 14.0811 -1.3662 -0.9808  0.351
C: 18.6202 -3.3662 2.2926  -0.360
C: 18.1965 -4.7726 2.6799  0.310
O: 18.9658 -5.6573 2.7495  -0.398
N: 16.7127 -5.0384 2.4441  -0.050
H: 16.4395 -4.4204 1.6714  0.284
H: 16.8259 -5.9255 1.9239  0.444
C: 15.8243 -5.0441 3.6405  -0.530
H: 17.9509 -2.5624 2.5922  -0.052
H: 18.8696 -3.3005 1.2336  0.520
H: 19.5340 -3.2576 2.8750  0.054
H: 15.9994 -4.0783 4.1163  0.051
H: 16.1974 -5.7037 4.4236  0.352
H: 14.8111 -5.2957 3.3545  0.371
C: 22.8215 -4.6260 10.4941  -1.182
C: 22.7957 -4.4533 9.0061  0.791
O: 23.6156 -4.8428 8.2677  -0.382
N: 21.5969 -3.7282 8.4134  0.240
H: 20.7714 -3.8462 9.0004  0.414
H: 21.6997 -2.6994 8.3476  0.173
C: 21.2630 -4.3514 7.0591  -0.881
H: 23.1444 -3.6279 10.8254  0.318
H: 23.5886 -5.2677 10.9157  0.361
H: 21.8198 -4.8834 10.8356  0.328
H: 20.9705 -5.3714 7.2963  0.480
H: 22.1907 -4.4017 6.4992  0.377
H: 20.4766 -3.7520 6.6166  0.096
C: 15.1722 -1.0145 9.0711  -1.202
C: 16.0315 0.0826 9.5473  0.690
O: 15.8901 1.2262 9.2839  -0.406
N: 17.2885 -0.2928 10.3072  -0.084
H: 17.0632 -0.0786 11.2854  0.361
H: 17.3967 -1.3044 10.2257  0.408
C: 18.5191 0.4142 9.7271  -0.689
H: 15.5209 -1.5370 8.1807  0.208
H: 14.1032 -0.8479 8.9423  0.370
H: 15.0923 -1.7016 9.9298  0.461
H: 18.4637 0.2273 8.6583  0.098
H: 19.3486 -0.0714 10.2336  0.417
H: 18.4796 1.4695 9.9710  0.322
C: 23.0925 -1.0544 4.2228  -0.775
C: 22.2045 0.1297 4.0333  0.642
O: 21.7505 0.4555 2.9878  -0.480
N: 21.6643 0.7318 5.2698  1.407
H: 20.6439 0.6795 5.3819  -0.133
H: 22.0543 0.2722 6.1096  -0.216
C: 22.0096 2.2226 5.4819  -0.861
H: 24.0523 -0.7241 4.6364  0.368
H: 23.3892 -1.5119 3.2837  0.374
H: 22.6271 -1.7599 4.9100  0.005
H: 21.5017 2.7878 4.7116  0.371
H: 23.0927 2.2024 5.3828  0.383
H: 21.7777 2.4540 6.5161  0.350
P: 18.1876 -1.2431 5.4840  1.282
F: 18.8471 -1.5808 6.9658  -0.268
F: 16.9132 -0.6878 6.2915  -0.332
F: 18.8662 0.2240 5.7759  -0.681
F: 17.5345 -0.7437 4.1264  -0.476
F: 19.5590 -1.7055 4.7267  -0.289
F: 17.7484 -2.7977 5.3574  -0.334
B: 15.8421 2.3512 2.0453  0.137
F: 15.1667 2.2482 0.8045  -0.364
F: 14.9575 2.3840 3.1276  -0.331
F: 16.6238 1.1611 2.2431  -0.203
F: 16.7663 3.3880 2.0586  -0.338
B: 22.7177 -0.6123 8.1493  -0.154
F: 23.4168 -1.7158 8.5981  -0.253
F: 21.4855 -1.0541 7.5816  -0.234
F: 22.4911 0.3058 9.1645  -0.354
F: 23.4894 0.0472 7.1475  -0.399

No. 2
The following is a quantum chemistry calculation of a structure of composition C4H7Br2N2 at a distorted geometry, from the OMol25 dataset.

Output
ΔE to the lowest compared entry with this formula, charge and spin: 1.944 eV
Kohn-Sham gap: 9.66 eV
Electronic energy: -5413.843590 hartree
Charge: +1

Last column: Mulliken charge in e.
Geometry (Å):
C: 1.7728 -0.7440 -0.0462  0.323
C: -0.3771 -1.2666 0.4367  -0.426
C: 1.1804 0.5522 -0.5168  0.017
C: -1.6324 0.8409 -0.2069  -0.864
N: 0.9970 -1.6311 0.3990  -0.415
N: -0.4778 0.2092 0.3924  -0.266
Br: 3.6189 -0.9795 -0.1275  0.005
Br: 1.8493 2.1996 0.0561  0.108
H: -0.8767 -1.7024 -0.4384  0.344
H: -0.8244 -1.6816 1.3436  0.362
H: 0.8433 0.5601 -1.5523  0.330
H: -1.4440 1.9063 -0.3358  0.329
H: -1.8620 0.3972 -1.1744  0.349
H: -2.4925 0.7349 0.4592  0.367
H: -0.2749 0.6050 1.3114  0.437

No. 3
The following is a quantum chemistry calculation of a structure of composition C5H8O2 at a distorted geometry, from the OMol25 dataset.

Output
ΔE to the lowest compared entry with this formula, charge and spin: 3.260 eV
Kohn-Sham gap: 10.76 eV
Electronic energy: -345.685169 hartree

Last column: Mulliken charge in e.
Geometry (Å):
C: -1.2771 -0.2894 1.7345  -1.268
C: 0.0654 -0.4859 1.0985  0.165
O: 0.1846 -1.4803 0.0679  -0.543
C: 0.3320 -0.1426 -0.2946  0.467
C: 1.5442 0.5438 -0.9298  -0.382
O: 0.6356 1.4451 -1.6050  -0.434
C: -0.3902 0.4500 -1.4914  -0.585
H: -1.2681 0.6171 2.3494  0.309
H: -2.0423 -0.1788 0.9620  0.342
H: -1.5370 -1.1382 2.3739  0.322
H: 0.9220 -0.5151 1.7809  0.400
H: 2.2927 1.0437 -0.3050  0.301
H: 2.0322 -0.1103 -1.6684  0.251
H: -0.3049 -0.3574 -2.2684  0.234
H: -1.3971 0.6173 -1.8406  0.420

No. 4
The following is a quantum chemistry calculation of the molecule C12H25NO at a distorted geometry, from the OMol25 dataset.

Output
ΔE to the lowest compared entry with this formula, charge and spin: 2.857 eV
Kohn-Sham gap: 10.34 eV
Structure (SMILES): NCC1(O)CCCCCCCCCC1
Electronic energy: -602.117949 hartree

Last column: Mulliken charge in e.
Geometry (Å):
C: 1.5777 2.1732 -0.1639  -1.010
C: 1.7138 0.8048 0.4405  1.648
C: 0.4209 0.5725 1.3184  -1.141
C: -0.9848 0.9376 0.9415  -0.786
C: -2.0831 0.2716 1.7985  -1.006
C: -2.3219 -1.2312 1.5962  -0.766
C: -2.5584 -1.5084 0.1588  -0.933
C: -1.1281 -1.6891 -0.4843  0.735
C: -1.0055 -1.5013 -1.9716  -0.791
C: 0.4575 -1.4514 -2.3161  -1.272
C: 1.0699 -0.1333 -1.7293  -0.518
C: 2.0139 -0.2833 -0.5906  -1.324
H: 2.6293 3.7791 0.4726  0.294
H: 2.4726 2.8130 1.5708  0.323
H: 2.1073 2.3130 -1.0517  0.471
H: 0.4468 2.2697 -0.4888  0.111
H: 3.5202 0.3806 0.6899  0.402
H: 0.3949 -0.4750 1.6584  0.450
H: 0.5930 1.3563 2.1164  0.309
H: -1.0306 0.6750 -0.1679  0.531
H: -1.1010 2.0166 1.0040  0.498
H: -3.0575 0.7984 1.7060  0.395
H: -1.8143 0.3870 2.8158  0.401
H: -1.6291 -1.9241 2.1103  0.442
H: -3.2173 -1.4374 2.2602  0.313
H: -3.1399 -0.6894 -0.2695  0.388
H: -3.0922 -2.4081 -0.2060  0.416
H: -0.4564 -0.9613 0.0990  -1.200
H: -0.7519 -2.6526 -0.2059  0.642
H: -1.6027 -0.6155 -2.1408  0.423
H: -1.5352 -2.1791 -2.6712  0.387
H: 0.4470 -1.3872 -3.3883  0.417
H: 1.0100 -2.2316 -1.9875  0.479
H: 0.2043 0.4137 -1.3856  0.084
H: 1.4789 0.2933 -2.6207  0.635
H: 2.0083 -1.2785 -0.1396  0.470
H: 3.1415 -0.3432 -0.8777  0.465
N: 1.8738 3.2913 0.8344  -0.696
O: 2.9284 0.8342 1.2653  -0.686

No. 5
The following is a quantum chemistry calculation of a structure of composition C26H26N3O7SbSe4SiTa at a distorted geometry, from the OMol25 dataset.

Output
ΔE to the lowest compared entry with this formula, charge and spin: 5.215 eV
Kohn-Sham gap (alpha / beta): 3.51 / 3.51 eV
Electronic energy: -11889.666389 hartree
Charge: -1

Last column: Mulliken charge in e.
Geometry (Å):
Ta: 2.1359 1.6827 0.4432  1.586
O: 3.5631 0.8582 2.0574  -0.445
C: 2.8959 1.8062 2.4845  0.863
O: 3.0293 2.9411 1.7839  -0.494
C: 1.4586 1.8323 3.1116  0.696
C: 1.2395 2.2442 4.4018  -0.756
C: 0.2915 3.2547 4.6600  -0.625
C: -0.1279 4.1062 3.6589  -0.460
C: 0.1309 3.7247 2.3521  -0.452
C: 0.5569 2.4189 2.0906  0.788
O: 0.1940 1.8370 0.9750  -0.863
N: 0.1770 4.6444 1.2373  1.104
O: 0.8317 4.2968 0.2536  -0.566
O: -0.3502 5.7262 1.3554  -0.674
N: -0.0053 3.5955 6.0418  0.982
O: -0.5741 4.6456 6.2699  -0.630
O: 0.3321 2.7969 6.8965  -0.629
H: 1.8875 1.9202 5.2047  0.490
H: -0.5995 5.0504 3.8907  0.616
Se: 4.8526 4.0487 -4.8556  -0.576
Sb: 2.6992 3.0744 -4.7008  0.414
Se: 3.5566 0.3690 -1.1663  -0.347
Se: 2.4964 2.3351 -1.8994  -0.195
Se: 2.0473 1.9977 -6.7578  -0.600
C: 1.5236 -0.4254 0.9717  -1.314
Si: 0.1468 -1.3174 0.0973  -0.890
C: 0.2630 -1.5710 -1.7681  -0.794
N: 0.5471 -0.4376 -2.6346  1.116
C: 1.3269 -0.8032 -3.8131  -0.291
C: 0.5173 -1.5966 -4.8392  -0.488
C: -0.6943 -0.7654 -5.2658  -0.718
C: -1.5176 -0.3509 -4.0440  -0.636
C: -0.6161 0.3489 -3.0208  -0.687
C: 0.0361 -3.0757 0.7985  0.495
C: -0.8039 -4.0319 0.2199  -0.388
C: -0.9920 -5.2765 0.8015  -0.694
C: -0.3492 -5.5927 1.9911  -0.445
C: 0.4816 -4.6580 2.5887  -0.726
C: 0.6691 -3.4158 1.9952  -0.280
C: -1.5627 -0.6497 0.5728  1.407
C: -1.8128 -0.3235 1.9106  -0.441
C: -3.0803 0.0174 2.3534  -0.789
C: -4.1481 0.0198 1.4642  -0.600
C: -3.9308 -0.3164 0.1381  -0.709
C: -2.6518 -0.6465 -0.2970  -0.356
H: 2.3508 -1.1089 1.1608  1.001
H: 1.1967 -0.0892 1.9609  0.222
H: -0.6751 -2.0889 -2.0398  0.083
H: 1.0363 -2.3328 -1.9127  0.672
H: 2.2266 -1.3336 -3.4932  0.539
H: 1.6517 0.1208 -4.2968  -0.467
H: 0.1906 -2.5516 -4.4110  0.225
H: 1.1477 -1.8130 -5.7044  0.411
H: -1.3170 -1.3296 -5.9654  0.392
H: -0.3357 0.1315 -5.7788  0.148
H: -1.9921 -1.2340 -3.5995  0.196
H: -2.3138 0.3367 -4.3415  0.483
H: -1.1694 0.6279 -2.1213  0.106
H: -0.2516 1.2815 -3.4690  0.524
H: -1.3319 -3.8017 -0.6989  0.277
H: -1.6466 -5.9994 0.3303  0.397
H: -0.5002 -6.5614 2.4510  0.366
H: 0.9838 -4.8943 3.5190  0.396
H: 1.3223 -2.6967 2.4770  0.255
H: -0.9952 -0.3306 2.6263  0.337
H: -3.2379 0.2793 3.3930  0.434
H: -5.1421 0.2781 1.8072  0.371
H: -4.7558 -0.3245 -0.5635  0.423
H: -2.5133 -0.9047 -1.3395  0.209

> Look up the ΔE to the lowest compared entry with this formula, charge and spin of the first one.

0.000 eV